# 1
DFT (the ωB97M-V functional and the def2-TZVPD basis) results for C29H56ClMoPSi as an isolated structure.

```
! wB97M-V def2-TZVPD RIJCOSX def2/J DEFGRID3
* xyz 0 3
Mo 1.091 0.059 0.697
P 0.248 0.536 -2.178
Cl 1.433 2.433 0.233
C -3.798 -0.506 -0.398
H -4.754 0.004 -0.711
H -3.043 0.229 -0.040
C 2.071 0.867 -2.680
C -0.663 2.174 -2.456
C 2.482 0.850 -4.160
H 2.253 1.878 -2.264
C 3.963 1.262 -4.264
H 2.358 -0.151 -4.608
H 1.876 1.565 -4.740
C 4.883 0.322 -3.473
H 4.268 1.276 -5.317
H 4.086 2.289 -3.884
C 4.433 0.150 -2.007
H 4.921 -0.659 -3.977
H 5.904 0.731 -3.467
C 2.908 -0.105 -1.810
H 4.987 -0.684 -1.548
H 4.669 1.070 -1.447
H 2.685 -1.154 -2.072
H 2.633 0.061 -0.698
C -0.478 -0.526 -3.568
C -2.163 2.008 -2.747
H -0.558 2.621 -1.449
C -2.866 3.373 -2.651
H -2.315 1.623 -3.769
H -2.612 1.264 -2.068
C -2.245 4.412 -3.598
H -3.931 3.255 -2.885
H -2.798 3.737 -1.615
C -0.720 4.506 -3.452
H -2.497 4.167 -4.641
H -2.682 5.398 -3.393
C -0.012 3.139 -3.462
H -0.303 5.133 -4.251
H -0.481 5.011 -2.506
H -0.060 2.722 -4.483
H 1.050 3.301 -3.227
C 0.198 -1.901 -3.631
H -1.512 -0.662 -3.197
C -0.571 -2.862 -4.564
H 1.229 -1.794 -4.011
H 0.268 -2.352 -2.630
C -0.790 -2.277 -5.966
H -0.023 -3.810 -4.642
H -1.552 -3.089 -4.117
C -1.368 -0.855 -5.917
H 0.167 -2.256 -6.507
H -1.466 -2.923 -6.539
C -0.570 0.069 -4.985
H -1.393 -0.418 -6.925
H -2.407 -0.901 -5.558
H 0.443 0.198 -5.392
H -1.039 1.060 -4.979
C 1.442 -1.827 0.592
C -3.427 -1.757 -0.547
H 1.557 -1.941 -0.539
C -2.919 -2.736 0.534
H -3.329 -2.177 -1.631
C -1.647 -2.456 1.410
H -3.772 -2.725 1.241
H -2.840 -3.756 0.105
C -0.556 -3.501 1.389
H -1.301 -1.478 1.117
H -1.992 -2.371 2.464
C 0.939 -3.186 1.050
H -0.594 -3.956 2.388
H -0.865 -4.338 0.739
H 1.575 -3.602 1.825
H 1.169 -3.826 0.172
C 2.963 0.951 3.051
Si 1.250 1.016 3.726
C 1.247 0.326 5.472
C 0.619 2.790 3.820
C 0.162 0.087 2.534
H 3.464 1.892 3.334
H 3.132 0.832 1.963
H 3.502 0.140 3.551
H 1.910 0.928 6.112
H 0.241 0.356 5.913
H 1.594 -0.714 5.522
H 0.768 3.298 2.853
H -0.458 2.786 4.058
H 1.167 3.328 4.614
H 0.030 -0.910 2.996
H -0.839 0.576 2.651
*
```

Summary:
* Kohn-Sham gap (spin up / spin down): 6.92 / 8.05 eV
* energy: -62521.4990 eV
* molecular weight: 595.2 g mol⁻¹
* HOMO (spin up / spin down): -7.24 / -7.94 eV

From a Löwdin analysis of the wavefunction, the atomic charges in e read:
1 Mo 1.00
2 P 1.08
3 Cl -0.01
4 C -0.07
5 H 0.07
6 H 0.06
7 C -0.45
8 C -0.46
9 C -0.21
10 H 0.06
11 C -0.20
12 H 0.10
13 H 0.10
14 C -0.20
15 H 0.11
16 H 0.12
17 C -0.18
18 H 0.11
19 H 0.11
20 C -0.26
21 H 0.11
22 H 0.12
23 H 0.10
24 H 0.00
25 C -0.43
26 C -0.21
27 H 0.04
28 C -0.19
29 H 0.10
30 H 0.08
31 C -0.20
32 H 0.11
33 H 0.12
34 C -0.19
35 H 0.11
36 H 0.11
37 C -0.21
38 H 0.11
39 H 0.12
40 H 0.10
41 H 0.10
42 C -0.22
43 H 0.10
44 C -0.19
45 H 0.10
46 H 0.10
47 C -0.20
48 H 0.11
49 H 0.11
50 C -0.19
51 H 0.11
52 H 0.11
53 C -0.21
54 H 0.11
55 H 0.12
56 H 0.09
57 H 0.08
58 C -0.31
59 C -0.21
60 H 0.00
61 C -0.17
62 H 0.12
63 C -0.23
64 H 0.11
65 H 0.10
66 C -0.21
67 H 0.04
68 H 0.11
69 C -0.27
70 H 0.10
71 H 0.10
72 H 0.09
73 H 0.09
74 C -0.22
75 Si 0.35
76 C -0.19
77 C -0.20
78 C -0.45
79 H 0.05
80 H -0.02
81 H 0.04
82 H 0.03
83 H 0.03
84 H 0.03
85 H -0.01
86 H 0.03
87 H 0.03
88 H 0.01
89 H 0.03

=====

# 2
DFT (the ωB97M-V functional and the def2-TZVPD basis) results for C22H39INO5Se2Zr as an isolated structure.

```
! wB97M-V def2-TZVPD RIJCOSX def2/J DEFGRID3
* xyz 1 1
Zr -0.750 -0.796 -0.883
C -1.749 1.883 2.705
C -2.602 1.501 1.530
C -2.126 1.610 0.214
C -2.951 1.305 -0.865
C -4.260 0.878 -0.650
C -4.730 0.760 0.642
C -3.905 1.070 1.721
H -2.292 2.546 3.379
H -0.841 2.394 2.389
H -1.459 1.001 3.282
H -1.138 2.025 0.023
H -2.587 1.446 -1.876
H -4.891 0.633 -1.492
H -5.746 0.434 0.822
H -4.297 0.995 2.729
O 2.820 0.933 -5.611
C 2.043 2.016 -5.131
C 1.187 1.536 -3.931
C 0.492 2.805 -3.409
O -0.535 2.538 -2.457
C 2.184 0.924 -2.945
Se 1.567 0.412 -1.165
C 0.219 0.502 -4.500
Se -1.065 -0.523 -3.412
H 3.291 1.209 -6.402
H 1.376 2.394 -5.914
H 2.690 2.838 -4.800
H 0.058 3.329 -4.269
H 1.251 3.462 -2.966
H -1.069 3.334 -2.379
H 2.978 1.644 -2.740
H 2.656 0.059 -3.404
H 0.800 -0.252 -5.028
H -0.424 0.981 -5.241
C 1.291 -2.919 -2.375
O 0.482 -2.766 -1.190
C -0.096 -4.027 -0.809
C -0.509 -3.923 0.642
O -1.049 -2.625 0.845
C -2.033 -2.553 1.874
H 2.062 -3.664 -2.177
H 1.745 -1.960 -2.582
H 0.658 -3.223 -3.209
H 0.655 -4.809 -0.930
H -0.947 -4.228 -1.459
H 0.349 -4.057 1.307
H -1.253 -4.691 0.867
H -2.895 -3.167 1.612
H -2.344 -1.513 1.954
H -1.611 -2.885 2.827
O -0.066 -0.243 1.134
C 0.866 -0.066 1.966
C 1.192 -1.132 2.970
C 0.977 -0.717 4.433
C 2.092 0.154 5.005
C 2.265 1.503 4.314
C 2.664 1.398 2.846
N 1.546 1.061 1.966
H 2.236 -1.426 2.821
H 0.570 -1.988 2.716
H 0.905 -1.628 5.027
H 0.012 -0.209 4.531
H 3.036 -0.398 4.945
H 1.901 0.319 6.066
H 3.044 2.065 4.831
H 1.348 2.094 4.391
H 3.463 0.664 2.712
H 3.047 2.353 2.491
H 1.359 1.669 1.179
I -3.160 -2.287 -1.506
*
```

Summary:
* Kohn-Sham gap: 7.52 eV
* energy: -175245.9258 eV
* molecular weight: 773.6 g mol⁻¹
* energy relative to the best compared isomer or geometry (same formula, charge and spin): 2.0 kcal per mole
* HOMO: -10.37 eV

From a natural (NBO) analysis of the wavefunction, the atomic charges in e read:
1 Zr 1.29
2 C -0.65
3 C 0.10
4 C -0.32
5 C -0.24
6 C -0.18
7 C -0.18
8 C -0.24
9 H 0.24
10 H 0.21
11 H 0.21
12 H 0.25
13 H 0.27
14 H 0.24
15 H 0.23
16 H 0.22
17 O -0.73
18 C -0.05
19 C -0.13
20 C -0.05
21 O -0.73
22 C -0.54
23 Se -0.21
24 C -0.56
25 Se -0.10
26 H 0.49
27 H 0.17
28 H 0.17
29 H 0.17
30 H 0.17
31 H 0.48
32 H 0.23
33 H 0.24
34 H 0.24
35 H 0.23
36 C -0.24
37 O -0.59
38 C -0.09
39 C -0.08
40 O -0.58
41 C -0.25
42 H 0.19
43 H 0.22
44 H 0.21
45 H 0.21
46 H 0.23
47 H 0.19
48 H 0.21
49 H 0.21
50 H 0.21
51 H 0.18
52 O -0.77
53 C 0.76
54 C -0.50
55 C -0.39
56 C -0.40
57 C -0.41
58 C -0.23
59 N -0.55
60 H 0.24
61 H 0.24
62 H 0.23
63 H 0.20
64 H 0.20
65 H 0.23
66 H 0.23
67 H 0.21
68 H 0.21
69 H 0.23
70 H 0.44
71 I -0.33

=====

# 3
DFT (the ωB97M-V functional and the def2-TZVPD basis) results for one molecule with the formula C23H18N2O4S.

```
! wB97M-V def2-TZVPD RIJCOSX def2/J DEFGRID3
* xyz 0 1
C -5.820 -2.296 -0.618
O -4.725 -2.048 -1.468
C -3.528 -1.726 -0.911
C -3.288 -1.625 0.457
C -2.034 -1.267 0.913
C -1.012 -1.000 0.014
O 0.230 -0.716 0.553
C 1.137 0.031 -0.090
N 2.381 -0.364 0.130
C 3.388 0.315 -0.409
C 4.744 -0.156 -0.146
C 4.956 -1.280 0.652
C 6.242 -1.721 0.897
C 7.325 -1.047 0.351
C 7.119 0.071 -0.443
C 5.837 0.518 -0.693
N 3.235 1.396 -1.177
C 2.004 1.818 -1.368
C 0.883 1.184 -0.848
S -0.677 2.025 -1.196
O -1.296 1.436 -2.352
O -0.338 3.421 -1.275
C -1.752 1.831 0.226
C -3.102 1.632 0.012
C -3.953 1.569 1.101
C -3.444 1.704 2.383
C -2.089 1.915 2.584
C -1.234 1.990 1.496
C -1.229 -1.145 -1.350
C -2.481 -1.497 -1.804
H -6.063 -1.420 -0.009
H -5.636 -3.154 0.036
H -6.657 -2.521 -1.277
H -4.065 -1.821 1.178
H -1.837 -1.186 1.970
H 4.101 -1.789 1.066
H 6.405 -2.591 1.514
H 8.329 -1.395 0.544
H 7.964 0.593 -0.867
H 5.656 1.385 -1.308
H 1.874 2.721 -1.948
H -3.454 1.524 -1.002
H -5.012 1.421 0.951
H -4.109 1.653 3.233
H -1.699 2.028 3.584
H -0.178 2.170 1.627
H -0.426 -0.988 -2.053
H -2.671 -1.597 -2.859
*
```

Summary:
* Kohn-Sham gap: 8.25 eV
* energy: -46147.5274 eV
* molecular weight: 418.5 g mol⁻¹
* energy relative to the best compared isomer or geometry (same formula, charge and spin): 0.0 kcal per mole
* HOMO: -8.39 eV

From a natural (NBO) analysis of the wavefunction, the atomic charges in e read:
1 C -0.25
2 O -0.51
3 C 0.37
4 C -0.31
5 C -0.25
6 C 0.31
7 O -0.48
8 C 0.57
9 N -0.48
10 C 0.41
11 C -0.04
12 C -0.19
13 C -0.22
14 C -0.19
15 C -0.22
16 C -0.19
17 N -0.47
18 C 0.13
19 C -0.50
20 S 2.19
21 O -0.93
22 O -0.93
23 C -0.33
24 C -0.19
25 C -0.19
26 C -0.20
27 C -0.22
28 C -0.14
29 C -0.26
30 C -0.25
31 H 0.17
32 H 0.18
33 H 0.20
34 H 0.22
35 H 0.23
36 H 0.24
37 H 0.21
38 H 0.21
39 H 0.22
40 H 0.24
41 H 0.23
42 H 0.25
43 H 0.22
44 H 0.22
45 H 0.22
46 H 0.22
47 H 0.24
48 H 0.23

=====

# 4
DFT (the ωB97M-V functional and the def2-TZVPD basis) results for an isolated ion of composition C5H13NP and charge +1.

```
! wB97M-V def2-TZVPD RIJCOSX def2/J DEFGRID3
* xyz 1 1
C 1.877 -0.414 0.880
C 0.453 -0.226 0.127
C 0.625 -0.288 -1.396
C -0.819 -1.195 0.715
P -2.351 -0.359 0.089
C -1.407 1.399 -0.324
N -0.140 1.175 0.474
H 2.340 0.580 1.017
H 2.603 -1.146 0.507
H 1.533 -0.848 1.906
H 1.531 0.092 -1.741
H -0.098 0.178 -2.052
H 0.625 -1.297 -1.770
H -0.844 -2.248 0.363
H -0.748 -1.316 1.849
H -2.247 -1.020 -1.219
H -1.861 2.207 0.152
H -1.159 1.618 -1.333
H 0.547 1.892 0.306
H -0.458 1.218 1.450
*
```

Summary:
* Kohn-Sham gap: 10.27 eV
* energy: -16166.7141 eV
* molecular weight: 118.1 g mol⁻¹
* energy relative to the best compared isomer or geometry (same formula, charge and spin): 21.0 kcal per mole
* HOMO: -13.58 eV

From a natural (NBO) analysis of the wavefunction, the atomic charges in e read:
1 C -0.64
2 C 0.19
3 C -0.69
4 C -0.75
5 P 0.55
6 C -0.43
7 N -0.54
8 H 0.22
9 H 0.27
10 H 0.23
11 H 0.24
12 H 0.23
13 H 0.26
14 H 0.28
15 H 0.25
16 H 0.00
17 H 0.23
18 H 0.23
19 H 0.44
20 H 0.43